(1)
Density functional theory data (ωB97M-V/def2-TZVPD) for a cluster of 3 separate species, C42H73BBrF3N3O10PS in total.

* E_tot: -6198.8350 Ha
* gap between HOMO and LUMO: 0.2930 Eh
* SMILES: CCNc1cc(CCOCC(F)(F)F)c2c(c1CCCCCCCCCOC)Sc1cc(P(O)Br)ccc1N2B(O)N(C)C.COCCOCCOC.COCCOCCOC

CARTESIAN COORDINATES (ANGSTROEM)
C (-1.62, -3.45, 5.40)
C (-0.52, -2.87, 6.28)
N (0.07, -1.61, 5.82)
C (0.50, -1.58, 4.47)
C (1.70, -2.21, 4.18)
C (2.24, -2.24, 2.90)
C (3.55, -2.96, 2.70)
C (3.41, -4.48, 2.89)
O (4.10, -4.88, 4.06)
C (3.68, -6.08, 4.63)
C (3.19, -5.88, 6.07)
F (1.90, -6.29, 6.22)
F (3.24, -4.59, 6.47)
F (3.93, -6.61, 6.95)
C (1.55, -1.61, 1.87)
C (0.34, -0.97, 2.15)
C (-0.22, -0.95, 3.43)
C (-1.55, -0.29, 3.72)
C (-2.75, -0.81, 2.90)
C (-4.09, -0.47, 3.58)
C (-4.79, 0.74, 2.96)
C (-5.22, 0.58, 1.50)
C (-5.88, -0.76, 1.16)
C (-7.23, -0.98, 1.87)
C (-7.43, -2.43, 2.33)
C (-7.67, -3.37, 1.15)
O (-6.88, -4.55, 1.26)
C (-7.58, -5.74, 0.97)
S (-0.52, -0.15, 0.83)
C (0.83, 0.31, -0.19)
C (0.72, 1.44, -1.00)
C (1.76, 1.81, -1.84)
P (1.67, 3.27, -2.91)
O (0.10, 3.71, -2.84)
Br (1.76, 2.26, -4.92)
C (2.94, 1.05, -1.86)
C (3.06, -0.06, -1.04)
C (2.00, -0.46, -0.22)
N (2.14, -1.63, 0.57)
B (2.00, -2.90, -0.17)
O (3.04, -3.23, -1.04)
N (0.86, -3.79, 0.03)
C (1.21, -5.18, -0.29)
C (-0.23, -3.38, -0.88)
H (-2.51, -2.82, 5.41)
H (-1.92, -4.42, 5.81)
H (-1.28, -3.63, 4.38)
H (-0.94, -2.67, 7.27)
H (0.27, -3.61, 6.44)
H (-0.50, -0.82, 6.07)
H (2.24, -2.69, 4.99)
H (3.97, -2.75, 1.72)
H (4.26, -2.59, 3.43)
H (3.82, -5.00, 2.02)
H (2.35, -4.73, 2.99)
H (2.86, -6.54, 4.07)
H (4.50, -6.79, 4.65)
H (-1.46, 0.79, 3.56)
H (-1.81, -0.42, 4.76)
H (-2.76, -0.34, 1.92)
H (-2.66, -1.89, 2.79)
H (-3.93, -0.24, 4.64)
H (-4.77, -1.33, 3.56)
H (-4.12, 1.61, 3.01)
H (-5.66, 1.00, 3.56)
H (-5.90, 1.39, 1.22)
H (-4.35, 0.68, 0.85)
H (-5.20, -1.59, 1.38)
H (-6.05, -0.77, 0.08)
H (-7.32, -0.31, 2.73)
H (-8.02, -0.73, 1.16)
H (-6.54, -2.75, 2.87)
H (-8.30, -2.45, 2.99)
H (-8.73, -3.64, 1.10)
H (-7.42, -2.87, 0.20)
H (-8.09, -5.67, 0.01)
H (-6.85, -6.54, 0.95)
H (-8.33, -5.94, 1.74)
H (-0.19, 2.02, -0.97)
H (-0.47, 3.21, -3.44)
H (3.77, 1.33, -2.49)
H (3.96, -0.65, -1.04)
H (2.84, -2.97, -1.95)
H (0.43, -5.84, 0.11)
H (1.27, -5.37, -1.37)
H (2.15, -5.47, 0.19)
H (-0.68, -2.45, -0.55)
H (-1.00, -4.15, -0.87)
H (0.11, -3.29, -1.92)
C (-6.42, 6.77, -4.73)
O (-5.28, 6.21, -5.35)
C (-4.25, 5.94, -4.43)
C (-3.20, 5.04, -5.04)
O (-3.55, 3.67, -5.03)
C (-4.50, 3.24, -5.99)
C (-3.94, 3.10, -7.39)
O (-3.88, 4.36, -8.03)
C (-3.11, 4.32, -9.21)
H (-6.17, 7.71, -4.22)
H (-7.15, 6.98, -5.51)
H (-6.85, 6.08, -4.00)
H (-4.66, 5.46, -3.53)
H (-3.77, 6.89, -4.14)
H (-2.30, 5.11, -4.43)
H (-2.94, 5.38, -6.05)
H (-5.38, 3.88, -5.99)
H (-4.81, 2.24, -5.66)
H (-4.58, 2.43, -7.97)
H (-2.93, 2.66, -7.33)
H (-2.06, 4.07, -8.98)
H (-3.14, 5.32, -9.65)
H (-3.51, 3.60, -9.92)
C (10.10, 1.66, 0.93)
O (9.46, 2.68, 0.20)
C (10.39, 3.51, -0.47)
C (9.69, 4.37, -1.51)
O (9.43, 3.69, -2.73)
C (8.34, 2.79, -2.73)
C (6.99, 3.47, -2.81)
O (6.58, 3.92, -1.54)
C (5.47, 4.79, -1.62)
H (10.78, 2.07, 1.68)
H (9.33, 1.08, 1.43)
H (10.66, 0.99, 0.27)
H (11.16, 2.91, -0.97)
H (10.87, 4.17, 0.26)
H (10.36, 5.18, -1.77)
H (8.77, 4.80, -1.09)
H (8.37, 2.12, -1.88)
H (8.46, 2.20, -3.64)
H (6.25, 2.75, -3.19)
H (7.04, 4.31, -3.52)
H (5.72, 5.70, -2.19)
H (5.20, 5.08, -0.61)
H (4.62, 4.30, -2.10)

Here are the Mulliken charges for atoms 1 to 99, given in e: -0.878, -0.557, -0.362, -0.243, -0.197, 0.443, -1.205, -0.785, -0.380, -0.770, 1.052, -0.294, -0.241, -0.306, -1.350, 1.480, 0.109, -1.803, 0.495, -0.517, -1.198, -0.984, -0.525, -0.815, -0.582, -0.536, -0.320, -0.785, -0.203, 0.980, -0.694, 0.319, 0.105, -0.442, -0.289, -0.407, -1.021, -1.135, 0.359, 0.718, -0.693, 0.018, -1.006, -0.947, 0.155, 0.483, 0.187, 0.507, 0.136, 0.516, 0.713, 0.490, 0.657, 0.472, 0.626, 0.366, 0.353, 0.208, 0.370, -0.216, 0.384, 0.591, -0.061, 0.358, 0.455, 0.409, 0.336, 0.353, 0.527, 0.354, 0.450, 0.198, 0.418, 0.422, 0.280, 0.325, 0.217, 0.323, 0.686, 0.279, 0.370, 0.565, 0.310, 0.332, 0.312, 0.291, 0.136, 0.361, 0.324, -0.780, -0.234, -0.628, -0.312, -0.407, -0.459, -0.592, -0.251, -0.752, 0.311

(2)
Density functional theory data (ωB97M-V/def2-TZVPD) for a cluster of 2 separate species, C5H12N2O3 in total.

* energy above the lowest of the compared OMol25 structures with the same formula, charge and spin: 8.7 kcal per mole
* E_tot: -532.9802 Ha
* gap between HOMO and LUMO: 0.3740 Eh
* SMILES: CNC(C)=O.NCC(=O)O

CARTESIAN COORDINATES (ANGSTROEM)
C (0.08, -1.98, -0.86)
C (1.30, -1.38, -0.18)
N (-0.49, -3.08, -0.06)
O (2.18, -0.85, -1.04)
O (1.50, -1.33, 1.03)
H (2.91, -0.53, -0.47)
H (-0.51, -2.77, 0.92)
H (0.16, -3.87, -0.07)
H (0.36, -2.37, -1.85)
H (-0.67, -1.20, -1.00)
C (0.34, 2.73, -0.93)
C (-1.42, 0.51, 1.58)
N (0.01, 1.87, 0.18)
C (-1.25, 1.33, 0.33)
O (-2.16, 1.49, -0.47)
H (0.72, 1.67, 0.86)
H (-0.53, 2.98, -1.54)
H (1.08, 2.22, -1.56)
H (0.79, 3.65, -0.53)
H (-2.14, 1.01, 2.24)
H (-1.79, -0.48, 1.31)
H (-0.48, 0.39, 2.12)

So, what does the Mulliken scheme give us? The charges, in e, come out as: -0.522, 0.752, -0.630, -0.469, -0.594, 0.350, 0.272, 0.268, 0.367, 0.202, -0.897, -0.868, -0.150, 0.635, -0.657, 0.240, 0.305, 0.272, 0.325, 0.334, 0.204, 0.259

(3)
Density functional theory data (ωB97M-V/def2-TZVPD) for a structure of composition C10H9N.

* energy above the lowest of the compared OMol25 structures with the same formula, charge and spin: 83.8 kcal per mole
* E_tot: -441.0862 Ha
* gap between HOMO and LUMO: 0.3221 Eh

CARTESIAN COORDINATES (ANGSTROEM)
C (-2.28, 2.13, 0.75)
C (-2.36, 0.87, 1.19)
C (-1.42, -0.14, 0.92)
C (-0.30, 0.22, 0.09)
C (-0.26, 1.51, -0.39)
C (-1.20, 2.46, -0.13)
C (0.79, -0.78, -0.31)
C (0.67, -2.13, -0.36)
C (1.96, -2.56, -0.76)
C (2.72, -1.53, -0.77)
H (-3.18, 3.13, 1.03)
H (-3.06, 0.58, 1.83)
H (-1.66, -1.17, 1.29)
H (0.51, 1.69, -1.02)
H (-1.14, 3.56, -0.46)
H (-0.24, -2.76, -0.16)
H (2.13, -3.79, -0.73)
H (4.00, -1.41, -0.97)
H (2.36, 0.56, -0.51)
N (1.96, -0.43, -0.54)

So, what does the Mulliken scheme give us? The charges, in e, come out as: -0.328, -0.459, -0.544, 0.853, -0.520, -0.501, 0.057, -0.380, -0.504, -0.360, 0.121, 0.495, 0.237, 0.534, 0.257, 0.318, 0.216, 0.189, 0.282, 0.038

(4)
Density functional theory data (ωB97M-V/def2-TZVPD) for a structure of composition C8H16AlO10P.

* energy above the lowest of the compared OMol25 structures with the same formula, charge and spin: 35.2 kcal per mole
* E_tot: -1650.5533 Ha
* gap between HOMO and LUMO: 0.2037 Eh

CARTESIAN COORDINATES (ANGSTROEM)
Al (0.86, 0.39, 2.84)
P (-1.26, 2.71, 3.17)
O (-2.23, 3.87, 3.22)
O (-0.52, 2.50, 1.83)
O (-1.78, 1.29, 3.50)
O (-0.08, 2.90, 4.16)
C (-1.26, -4.44, -0.60)
C (-0.44, -3.21, -0.93)
O (-1.30, -2.10, -1.19)
C (-1.38, -1.11, -0.29)
O (-0.50, -0.84, 0.48)
O (-2.54, -0.52, -0.44)
C (-2.80, 0.58, 0.45)
H (-1.97, -4.33, 0.22)
H (-0.60, -5.25, -0.29)
H (-1.79, -4.80, -1.48)
H (0.07, -3.39, -1.87)
H (0.22, -3.02, -0.09)
H (-2.25, 0.47, 1.38)
H (-3.84, 0.61, 0.76)
H (-2.46, 1.49, -0.05)
C (0.29, 2.89, -1.09)
C (1.78, 2.89, -1.41)
O (2.32, 1.61, -1.76)
C (2.44, 0.65, -0.88)
O (2.18, 0.70, 0.30)
O (2.95, -0.41, -1.50)
C (2.96, -1.61, -0.76)
H (0.01, 3.86, -0.70)
H (-0.01, 2.07, -0.44)
H (-0.26, 2.77, -2.04)
H (2.33, 3.20, -0.52)
H (2.03, 3.56, -2.22)
H (3.85, -1.75, -0.14)
H (2.90, -2.43, -1.47)
H (2.08, -1.80, -0.15)

So, what does the Mulliken scheme give us? The charges, in e, come out as: 0.805, 0.617, -0.559, -0.057, -0.423, -0.331, -1.279, -0.023, -0.329, 0.725, -0.487, -0.366, -0.484, 0.318, 0.367, 0.333, 0.284, 0.178, 0.096, 0.332, 0.282, -0.658, -0.361, -0.357, 0.765, -0.506, -0.342, -0.503, 0.371, -0.040, 0.350, 0.314, 0.287, 0.326, 0.271, 0.083

| no. | F_max (eV Å⁻¹) |
| --- | --- |
| 1 | 1.536 |
| 2 | 1.436 |
| 3 | 9.476 |
| 4 | 1.701 |